{"formula": "C22H20Cl2N2O8", "method": "the ωB97M-V functional and the def2-TZVPD basis", "smiles": "COc1ccc(NC(=O)COC(=O)/C=C/C(=O)OCC(=O)Nc2ccc(OC)c(Cl)c2)cc1Cl", "charge": 0, "homo_energy_ha": -0.30203, "lumo_ev": -1.1, "largest_force_ha_per_bohr": 0.0154, "elements": ["C", "O", "C", "C", "C", "C", "N", "C", "O", "C", "O", "C", "O", "C", "C", "C", "O", "O", "C", "C", "O", "N", "C", "C", "C", "C", "O", "C", "C", "Cl", "C", "C", "C", "Cl", "H", "H", "H", "H", "H", "H", "H", "H", "H", "H", "H", "H", "H", "H", "H", "H", "H", "H", "H", "H"], "coordinates": [[-8.433, -3.738, 0.341], [-7.148, -3.444, 0.834], [-6.501, -2.355, 0.352], [-7.000, -1.473, -0.600], [-6.259, -0.387, -1.032], [-4.990, -0.157, -0.518], [-4.186, 0.918, -0.916], [-4.449, 1.882, -1.826], [-5.463, 2.004, -2.472], [-3.295, 2.878, -2.007], [-2.175, 2.576, -1.183], [-1.611, 3.586, -0.499], [-1.984, 4.727, -0.551], [-0.479, 3.125, 0.340], [-0.080, 1.856, 0.422], [1.028, 1.395, 1.285], [1.249, 0.221, 1.496], [1.738, 2.392, 1.802], [2.781, 2.079, 2.723], [4.107, 1.692, 2.028], [5.067, 2.426, 2.061], [4.042, 0.479, 1.437], [5.034, -0.185, 0.705], [6.314, 0.317, 0.518], [7.243, -0.401, -0.216], [6.924, -1.631, -0.779], [7.763, -2.407, -1.511], [9.076, -1.954, -1.732], [5.626, -2.124, -0.582], [5.202, -3.647, -1.271], [4.695, -1.417, 0.147], [-4.474, -1.030, 0.439], [-5.220, -2.109, 0.864], [-4.575, -3.183, 2.048], [-8.745, -4.643, 0.859], [-8.416, -3.925, -0.737], [-9.141, -2.932, 0.562], [-7.981, -1.625, -1.019], [-6.665, 0.284, -1.770], [-3.278, 0.961, -0.470], [-3.658, 3.888, -1.786], [-2.983, 2.849, -3.056], [0.012, 3.908, 0.900], [-0.566, 1.066, -0.132], [2.948, 2.994, 3.293], [2.461, 1.264, 3.382], [3.155, -0.018, 1.494], [6.585, 1.268, 0.944], [8.229, 0.015, -0.344], [9.554, -2.728, -2.330], [9.623, -1.833, -0.792], [9.087, -1.010, -2.286], [3.704, -1.823, 0.281], [-3.490, -0.873, 0.855]], "forces_ev_per_a": [[-0.218, -0.037, -0.092], [0.316, 0.148, 0.065], [0.082, 0.053, 0.002], [-0.023, -0.316, 0.233], [0.118, 0.175, -0.073], [-0.401, -0.311, 0.034], [0.466, -0.047, 0.300], [0.635, 0.189, 0.184], [-0.142, 0.108, -0.189], [-0.537, 0.419, -0.409], [0.077, -0.345, -0.019], [-0.155, 0.279, 0.006], [0.176, -0.166, 0.063], [0.268, -0.276, 0.137], [-0.271, 0.296, -0.151], [0.074, -0.245, 0.156], [-0.199, 0.141, -0.063], [-0.143, 0.288, -0.251], [0.475, -0.154, 0.405], [-0.728, 0.078, 0.228], [0.263, 0.207, 0.031], [-0.295, -0.435, -0.074], [0.442, -0.068, -0.214], [-0.141, 0.121, 0.118], [0.088, -0.327, -0.215], [-0.092, 0.016, 0.039], [-0.328, -0.035, 0.099], [0.212, 0.088, -0.028], [0.202, 0.120, -0.005], [-0.119, -0.158, -0.044], [0.216, 0.126, -0.013], [-0.228, -0.001, -0.121], [-0.197, -0.001, -0.108], [0.129, -0.068, 0.122], [-0.021, 0.072, -0.065], [-0.006, 0.020, 0.033], [0.024, -0.021, -0.022], [-0.106, -0.043, -0.024], [-0.012, 0.013, -0.016], [-0.196, 0.091, -0.171], [0.020, -0.277, -0.058], [-0.046, -0.026, 0.171], [0.020, 0.019, 0.013], [-0.012, 0.001, -0.023], [0.030, -0.201, -0.131], [-0.016, 0.158, -0.068], [0.184, 0.322, 0.123], [0.002, 0.013, 0.010], [0.111, 0.014, -0.032], [0.008, 0.087, 0.045], [-0.020, 0.012, -0.032], [0.003, -0.023, 0.032], [-0.114, -0.087, -0.005], [0.122, -0.006, 0.071]], "mulliken_charge": [-0.872, -0.477, 0.712, -0.397, -0.968, 0.528, 0.012, 0.602, -0.655, -0.544, -0.317, 0.220, -0.559, -0.015, -0.127, 0.393, -0.732, -0.300, -0.812, 0.797, -0.642, -0.008, 0.456, -0.972, -0.439, 0.683, -0.471, -0.872, 0.311, -0.213, -0.641, -0.795, 0.308, -0.218, 0.241, 0.346, 0.344, 0.361, 0.524, -0.090, 0.387, 0.311, 0.485, 0.482, 0.324, 0.384, 0.094, 0.507, 0.352, 0.240, 0.344, 0.345, 0.487, 0.557]}

{"formula": "C31H66N2O18", "method": "the ωB97M-V functional and the def2-TZVPD basis", "smiles": "CCCOC[C@H](OC)[C@@H](CCCCO)NCCCCCN.COC(=O)OC.COC(=O)OC.COC(=O)OC.COC(=O)OC.COC(=O)OC", "charge": 0, "homo_energy_ha": -0.31428, "lumo_ev": 0.3, "largest_force_ha_per_bohr": 0.0292, "elements": ["C", "C", "C", "O", "C", "C", "O", "C", "C", "C", "C", "C", "C", "O", "N", "C", "C", "C", "C", "C", "N", "H", "H", "H", "H", "H", "H", "H", "H", "H", "H", "H", "H", "H", "H", "H", "H", "H", "H", "H", "H", "H", "H", "H", "H", "H", "H", "H", "H", "H", "H", "H", "H", "H", "H", "H", "H", "C", "O", "C", "O", "O", "C", "H", "H", "H", "H", "H", "H", "C", "O", "C", "O", "O", "C", "H", "H", "H", "H", "H", "H", "C", "O", "C", "O", "O", "C", "H", "H", "H", "H", "H", "H", "C", "O", "C", "O", "O", "C", "H", "H", "H", "H", "H", "H", "C", "O", "C", "O", "O", "C", "H", "H", "H", "H", "H", "H"], "coordinates": [[4.529, 0.287, 1.092], [4.435, 1.770, 0.805], [3.730, 2.082, -0.514], [2.571, 2.852, -0.302], [1.440, 2.413, -1.021], [0.201, 2.846, -0.297], [0.127, 2.243, 0.980], [0.507, 3.129, 2.013], [-1.107, 2.548, -1.030], [-1.277, 1.057, -1.349], [-0.514, 0.580, -2.607], [0.369, -0.666, -2.384], [1.751, -0.585, -3.038], [2.773, -1.034, -2.153], [-2.171, 2.999, -0.103], [-3.336, 3.418, -0.851], [-4.578, 3.672, 0.042], [-5.857, 2.995, -0.464], [-6.657, 2.272, 0.622], [-7.701, 1.379, 0.007], [-8.531, 0.702, 1.025], [3.555, -0.159, 1.206], [5.065, 0.133, 2.020], [5.072, -0.250, 0.328], [3.898, 2.257, 1.607], [5.432, 2.183, 0.799], [4.425, 2.661, -1.116], [3.537, 1.141, -1.014], [1.461, 2.796, -2.039], [1.427, 1.333, -1.070], [0.219, 3.924, -0.165], [1.439, 3.629, 1.783], [-0.239, 3.899, 2.169], [0.643, 2.535, 2.899], [-1.184, 3.108, -1.950], [-1.057, 0.489, -0.459], [-2.330, 0.906, -1.546], [0.091, 1.366, -3.027], [-1.215, 0.294, -3.379], [0.544, -0.834, -1.334], [-0.140, -1.538, -2.766], [1.797, -1.241, -3.898], [1.987, 0.406, -3.393], [2.441, -1.842, -1.744], [-2.394, 2.234, 0.518], [-3.141, 4.377, -1.310], [-3.592, 2.724, -1.654], [-4.743, 4.734, 0.127], [-4.363, 3.339, 1.045], [-6.554, 3.711, -0.870], [-5.603, 2.266, -1.218], [-7.168, 3.017, 1.222], [-6.042, 1.640, 1.246], [-8.369, 1.940, -0.643], [-7.230, 0.605, -0.582], [-9.074, -0.004, 0.548], [-9.210, 1.353, 1.392], [-7.098, -1.435, 3.184], [-6.089, -2.447, 3.279], [-4.934, -2.057, 2.762], [-4.714, -0.988, 2.253], [-4.029, -3.010, 2.966], [-2.738, -2.622, 2.513], [-7.990, -1.833, 3.659], [-6.783, -0.542, 3.719], [-7.328, -1.191, 2.153], [-2.407, -1.737, 3.051], [-2.746, -2.431, 1.443], [-2.053, -3.439, 2.728], [3.445, -5.385, 1.840], [2.603, -6.545, 1.875], [1.322, -6.294, 2.115], [0.833, -5.210, 2.302], [0.668, -7.453, 2.109], [-0.738, -7.339, 2.350], [4.451, -5.738, 1.639], [3.139, -4.712, 1.043], [3.427, -4.868, 2.797], [-1.214, -6.737, 1.579], [-0.926, -6.912, 3.333], [-1.141, -8.346, 2.316], [3.874, 6.112, 3.553], [3.584, 6.889, 4.719], [2.589, 6.407, 5.460], [1.954, 5.414, 5.225], [2.420, 7.215, 6.505], [1.374, 6.813, 7.391], [4.694, 6.609, 3.045], [4.180, 5.105, 3.828], [3.012, 6.075, 2.891], [1.584, 5.833, 7.814], [0.416, 6.802, 6.875], [1.343, 7.549, 8.189], [4.219, 2.808, -7.639], [4.008, 1.736, -6.718], [4.943, 1.637, -5.774], [5.899, 2.352, -5.651], [4.630, 0.607, -4.990], [5.551, 0.379, -3.920], [3.396, 2.776, -8.346], [4.210, 3.766, -7.122], [5.157, 2.678, -8.173], [5.591, 1.241, -3.257], [6.544, 0.152, -4.304], [5.176, -0.476, -3.362], [0.789, -6.507, -4.379], [0.185, -7.298, -3.354], [1.046, -7.776, -2.455], [2.233, -7.592, -2.452], [0.361, -8.487, -1.564], [1.165, -9.064, -0.530], [-0.013, -6.185, -5.036], [1.277, -5.633, -3.953], [1.504, -7.097, -4.949], [1.667, -8.292, 0.041], [1.891, -9.758, -0.948], [0.493, -9.608, 0.126]], "forces_ev_per_a": [[0.184, 0.087, 0.417], [-0.148, -0.179, -0.115], [0.796, 0.294, 0.381], [-0.322, -0.161, 0.079], [0.182, -0.021, 0.246], [-0.389, 0.425, -0.202], [0.243, -0.185, -0.186], [0.114, -0.071, -0.134], [-0.124, -0.693, 1.326], [-0.167, 0.474, -0.952], [0.001, -0.945, 0.607], [0.262, 0.655, -0.453], [-0.202, -0.935, -0.047], [0.258, 0.237, 0.262], [0.247, 0.331, -0.811], [-0.927, 0.449, 0.599], [0.142, -0.449, -0.450], [-0.055, -0.274, 0.929], [-0.127, 0.009, -0.436], [-0.887, -0.167, 0.377], [0.250, -0.081, -0.120], [-0.440, -0.190, -0.066], [0.139, -0.133, 0.302], [0.115, -0.147, -0.401], [-0.216, 0.228, 0.233], [0.391, 0.238, 0.000], [0.046, 0.121, -0.466], [-0.388, -0.181, -0.327], [-0.050, 0.198, -0.318], [0.170, -0.480, -0.019], [0.092, 0.370, 0.002], [0.369, 0.019, -0.087], [-0.430, 0.134, 0.114], [-0.048, -0.149, 0.457], [0.089, 0.394, -0.280], [0.352, -0.319, 0.286], [-0.424, -0.069, 0.072], [0.212, 0.445, -0.091], [-0.382, 0.258, -0.258], [-0.043, 0.050, 0.603], [-0.241, -0.388, 0.003], [-0.154, -0.029, -0.550], [0.277, 0.407, 0.202], [0.162, 0.039, 0.013], [-0.077, -0.083, 0.147], [0.509, 0.187, -0.437], [-0.121, -0.221, -0.175], [-0.007, 0.437, 0.056], [0.132, -0.283, 0.421], [-0.018, 0.340, -0.624], [0.047, -0.183, -0.473], [0.024, 0.127, 0.482], [0.369, -0.011, 0.352], [0.163, 0.305, -0.477], [0.239, -0.212, -0.252], [-0.135, -0.174, 0.047], [-0.046, 0.158, 0.163], [-0.433, 0.004, 0.177], [-0.203, -0.058, -0.078], [0.088, 0.198, 0.466], [-0.047, 0.039, -0.239], [-0.025, -0.162, -0.135], [0.623, -0.148, -0.026], [0.074, -0.176, 0.051], [0.039, 0.081, -0.129], [0.145, 0.118, -0.030], [0.012, 0.110, -0.096], [-0.009, 0.098, -0.002], [-0.156, -0.112, 0.044], [0.157, 0.022, 0.011], [0.262, 0.024, -0.059], [-0.071, 0.111, 0.052], [-0.014, 0.062, -0.011], [-0.139, -0.100, 0.106], [-0.196, -0.082, 0.012], [-0.048, -0.156, -0.004], [-0.115, 0.052, 0.022], [-0.108, 0.030, -0.022], [0.034, 0.093, 0.041], [0.022, 0.105, -0.032], [0.128, -0.069, -0.029], [0.115, -0.025, -0.186], [0.082, 0.040, -0.054], [0.102, 0.134, -0.005], [-0.130, -0.178, -0.017], [0.000, 0.060, 0.067], [-0.120, 0.038, 0.185], [0.011, 0.110, 0.100], [-0.102, -0.044, 0.017], [-0.054, -0.082, 0.052], [-0.037, -0.061, -0.086], [0.011, -0.101, -0.048], [0.111, 0.080, -0.055], [-0.069, 0.104, -0.169], [-0.093, 0.016, -0.087], [-0.121, -0.146, 0.048], [0.155, 0.132, 0.000], [-0.038, -0.062, 0.044], [0.077, -0.215, 0.283], [-0.065, -0.116, 0.061], [0.106, -0.001, 0.035], [0.068, 0.043, 0.078], [0.065, 0.087, -0.073], [0.009, 0.132, -0.055], [-0.166, 0.020, -0.112], [-0.037, 0.103, -0.179], [-0.067, 0.048, -0.074], [-0.175, -0.048, 0.056], [0.192, 0.054, -0.012], [-0.075, -0.064, 0.051], [0.105, -0.205, 0.106], [-0.105, -0.068, 0.075], [0.101, -0.047, 0.028], [0.088, 0.015, 0.070], [0.129, 0.016, -0.051], [0.050, 0.078, -0.075], [-0.149, 0.062, -0.083]], "mulliken_charge": [-1.298, -0.403, 0.372, -0.336, -0.498, -0.110, -0.345, -0.851, -0.503, -0.857, -1.334, -0.924, -0.700, -0.533, -0.237, -0.700, -0.823, -0.650, -0.249, -0.855, -0.494, 0.289, 0.439, 0.298, 0.179, 0.357, 0.204, -0.147, 0.305, 0.097, 0.548, 0.187, 0.329, 0.267, 0.530, 0.522, 0.491, 0.616, 0.664, 0.483, 0.549, 0.490, 0.303, 0.241, 0.266, 0.176, 0.434, 0.431, 0.494, 0.294, 0.412, 0.267, 0.170, 0.348, 0.409, 0.222, 0.216, -0.567, -0.348, 0.825, -0.554, -0.339, -0.582, 0.247, 0.268, 0.247, 0.287, 0.258, 0.209, -0.594, -0.338, 0.813, -0.537, -0.268, -0.715, 0.240, 0.234, 0.300, 0.323, 0.330, 0.209, -0.626, -0.317, 0.795, -0.536, -0.333, -0.623, 0.273, 0.293, 0.266, 0.292, 0.296, 0.218, -0.645, -0.311, 0.775, -0.544, -0.269, -0.583, 0.221, 0.295, 0.294, 0.235, 0.412, 0.122, -0.579, -0.336, 0.828, -0.551, -0.331, -0.432, 0.220, 0.242, 0.293, 0.112, 0.349, 0.189]}